C21H27NO5S in the gas phase. Source: OMol25; level of theory: ωB97M-V/def2-TZVPD.

Results
Structure (SMILES) = CCOc1ccc(CNC(=O)CCS(=O)(=O)Cc2ccccc2C)cc1OC
Largest force on an atom = 0.9 eV Å⁻¹
LUMO = 0.0254 hartree
Multiplicity = 1
Energy relative to the best compared isomer or geometry (same formula, charge and spin) = 10.4 kcal/mol

```
55
C21H27NO5S (ωB97M-V/def2-TZVPD)
C 3.574 2.159 -0.465
H -1.795 0.936 3.068
C 1.584 -1.710 0.267
C -1.593 1.856 -0.632
H 0.637 0.237 0.441
C -4.078 -1.358 0.951
H 3.285 -4.590 0.819
H -3.570 1.534 -2.576
H -2.229 0.415 -2.958
C 1.258 -1.889 -1.083
H -5.399 -2.990 1.405
C 2.301 -2.697 0.937
C 2.146 2.510 -0.880
C 0.102 3.656 -0.200
H 1.444 -3.191 -2.764
H -5.264 -1.782 2.694
O 3.540 -0.431 2.359
H -1.513 2.113 -1.676
H -0.075 4.589 0.342
C -0.835 2.577 0.279
H 4.696 0.417 0.190
N 1.493 3.287 0.002
H 0.919 0.070 -1.933
C 3.673 0.708 -0.034
C 0.427 -0.898 -1.840
H -3.948 -2.924 2.419
C -0.911 2.250 1.624
C 2.725 -3.839 0.284
H -0.524 -0.746 -1.333
S 2.737 0.412 1.517
H 3.254 0.031 -0.775
C -4.716 -2.329 1.932
C 2.424 -4.010 -1.056
H -0.328 2.790 2.353
C -1.724 1.211 2.028
H -0.034 3.825 -1.270
H -3.911 -0.169 -2.971
O -3.204 -0.529 1.698
C 1.214 -0.477 1.018
H 1.818 3.255 0.962
C 1.691 -3.046 -1.722
H -4.848 -0.753 0.459
C -2.424 0.813 -0.241
H 4.218 2.317 -1.333
C -2.485 0.471 1.124
C -3.210 0.505 -2.481
H 2.750 -4.897 -1.580
H 2.542 -2.549 1.978
O -3.178 0.091 -1.136
H 0.227 -1.269 -2.843
O 1.678 2.146 -1.944
H 3.901 2.805 0.349
H 0.702 -0.692 1.953
O 2.355 1.686 2.087
H -3.519 -1.905 0.184
```